[1]
6
Properties=species:S:1:pos:R:3 method="wB97M-V/def2-TZVPD" total_energy_ev=-5188.1063 de_lowest_ev=0.085 charge=0
O 1.184 -1.453 -0.833
C 1.073 -0.438 -0.188
C -0.201 0.238 -0.037
C -1.305 0.609 0.264
H 1.921 0.011 0.364
H -2.310 0.813 0.559

[2]
6
Properties=species:S:1:pos:R:3 method="wB97M-V/def2-TZVPD" total_energy_ev=-5187.4032 de_lowest_ev=0.788 charge=0
C -1.299 -0.043 -0.350
C -0.176 -0.557 -0.382
C 0.981 -0.067 0.033
O -2.282 0.409 0.066
H 1.539 -0.641 0.751
H 1.238 0.899 -0.119

Strongest force on any atom in Eh/bohr, matching the order above: 0.012 0.088